(1)
Here is a cluster of 4 separate species, C2H12O3S in total at a distorted geometry from OMol25. Energies are from wB97M-V/def2-TZVPD.

Last column: Mulliken charge in e.
Element x y z (Å)
C 1.4706 0.3942 1.2117  -0.862
S -0.0575 1.2718 0.8449  -0.056
C -0.4102 1.8691 2.5049  -0.875
H 1.3770 -0.4348 1.9055  0.318
H 1.9492 0.0949 0.2775  0.347
H 2.2491 1.0658 1.5853  0.343
H -1.3957 2.3187 2.3987  0.308
H 0.3881 2.4773 2.9268  0.313
H -0.4582 0.9721 3.1368  0.258
O -1.7833 -0.6664 -1.2220  -0.664
H -2.5407 -1.0398 -0.7501  0.297
H -1.1761 -0.2848 -0.5854  0.228
O 1.4257 -0.1557 -1.9311  -0.610
H 0.7403 0.5040 -1.9446  0.300
H 0.9515 -0.9931 -1.8743  0.308
O -0.5475 -2.6497 -2.6938  -0.644
H -1.1517 -2.8739 -3.4289  0.328
H -1.0305 -1.8697 -2.3619  0.361

## Properties
Structure (SMILES) = CSC.O.O.O
HOMO = -0.332 Eh
LUMO = 0.0222 Ha
Energy above the lowest of the compared OMol25 structures with the same formula, charge and spin = 40.9 kJ/mol

(2)
Here is a cluster of 2 separate species, CH4N2O2PS2 in total at a distorted geometry from OMol25. Energies are from wB97M-V/def2-TZVPD.

Last column: Mulliken charge in e.
Element x y z (Å)
C -2.4109 -0.4803 -0.2873  0.510
N -3.1156 -1.4401 -0.0418  -0.573
N 1.6941 0.8905 0.4024  -0.497
O 0.6857 0.4858 -1.9102  -0.475
O 2.6204 -1.0226 -0.9560  -0.659
P 1.3409 -0.4179 -0.7016  0.694
S -2.2582 1.0902 -0.2883  -0.420
S -0.1226 -1.6503 -0.1395  -0.557
H -2.6936 -2.3454 0.0244  0.296
H -0.0219 0.9748 -1.7018  0.262
H 0.8932 1.1410 0.9695  0.210
H 2.5106 0.9073 0.9872  0.210

## Properties
Net charge = -1
HOMO = -0.163 Eh
LUMO = 0.1172 Ha
Energy above the lowest of the compared OMol25 structures with the same formula, charge and spin = 99.4 kJ/mol

(3)
Here is a structure of composition C8H16O4Pd at a distorted geometry from OMol25. Energies are from wB97M-V/def2-TZVPD.

Last column: Mulliken charge in e.
Element x y z (Å)
C -0.0958 -1.7536 2.2427  -0.694
H -0.8971 -2.3462 1.7752  0.305
H 0.2262 -2.2773 3.1508  0.397
O -1.7988 1.6901 -0.5728  -0.507
C -2.5688 1.8570 0.5674  -0.257
C -1.7773 1.5317 1.8293  -0.531
O -1.1016 0.2881 1.5507  -0.386
C -0.5523 -0.4081 2.5928  -0.344
Pd -0.4406 0.2748 -0.3465  1.127
H -3.4543 1.1893 0.5405  0.278
H -2.9390 2.8941 0.6821  0.357
H -2.4260 1.4055 2.7064  0.421
H -1.0052 2.2852 2.0458  0.298
H -0.1520 0.2069 3.4010  0.426
C 1.1327 -1.8430 1.1811  -0.584
O 0.8360 -1.1714 -0.0405  -0.303
C 1.9783 -1.0573 -0.8968  -0.423
C 1.5021 -0.5977 -2.2498  -0.426
O 0.6506 0.5230 -2.0247  -0.397
C 0.3353 1.2611 -3.2020  -0.763
H 1.9933 -1.3603 1.6650  0.422
H 2.4801 -2.0295 -0.9942  0.379
H 2.6752 -0.3314 -0.4516  0.328
H 0.9435 -1.3847 -2.7779  0.340
H 2.3665 -0.3042 -2.8613  0.392
H -0.5613 1.8491 -2.9833  0.237
H 1.1696 1.9304 -3.4491  0.274
H 0.1279 0.5720 -4.0322  0.333
H 1.3528 -2.8935 0.9519  0.300

## Properties
Net charge = +1
HOMO (alpha / beta) = -0.397 / -0.488 Eh
⟨S²⟩ = 3.7638
LUMO (alpha / beta) = -0.0811 / -0.1958 Ha
Energy above the lowest of the compared OMol25 structures with the same formula, charge and spin = 0.0 kJ/mol
Multiplicity = 4

(4)
Here is a structure of composition C21H21IN3PtS2 from OMol25. Energies are from wB97M-V/def2-TZVPD.

Last column: Mulliken charge in e.
Element x y z (Å)
Pt -1.4564 0.1494 -0.4333  0.129
C 1.9024 3.3291 -3.1852  -1.495
C 0.6732 2.4365 -3.0864  0.462
S 0.5946 1.1594 -4.2745  -0.445
C -0.2284 2.7388 -2.1219  0.240
C -0.0847 3.9926 -1.2806  -1.315
S -1.7629 1.8631 -1.9117  -0.521
H 2.5633 2.9630 -3.9657  0.395
H 2.4516 3.3541 -2.2363  0.237
H 1.6303 4.3643 -3.4171  0.321
H 0.1131 4.8778 -1.8964  0.331
H 0.7320 3.9368 -0.5544  0.194
H -1.0027 4.1724 -0.7237  0.347
C -0.5582 -2.6185 0.9732  -1.569
N -1.5421 -1.5683 0.8397  -0.183
C -2.6480 -1.6254 1.5050  0.085
C -3.5778 -0.5656 1.3672  0.078
C -4.8210 -0.2661 1.9318  -0.968
C -5.2049 0.9598 1.3846  -0.583
C -4.1810 1.3565 0.5102  -0.248
N -3.2113 0.4399 0.5048  0.208
C 0.5859 -2.2428 1.8903  1.028
C 0.3639 -1.5388 3.0681  -0.197
C 1.4186 -1.2333 3.9147  -0.645
C 2.7113 -1.6173 3.5884  -0.432
C 2.9428 -2.3108 2.4092  -0.610
C 1.8841 -2.6211 1.5681  -0.360
H -0.1551 -2.8372 -0.0181  0.202
H -1.0339 -3.5369 1.3417  0.583
H -2.8645 -2.4768 2.1522  0.385
H -5.3591 -0.8674 2.6488  0.418
H -6.1098 1.5103 1.5873  0.399
H -4.0937 2.2362 -0.1083  0.406
H -0.6353 -1.1960 3.3071  0.325
H 1.2320 -0.6733 4.8227  0.367
H 3.5366 -1.3634 4.2417  0.366
H 3.9504 -2.5989 2.1358  0.379
H 2.0685 -3.1382 0.6327  0.339
I 1.4421 1.3335 0.9139  0.119
C 1.5220 0.0266 -0.6757  0.334
C 2.7388 -0.4750 -1.0896  -0.775
C 2.7564 -1.3605 -2.1643  -0.367
C 1.5874 -1.6445 -2.8228  -0.635
C 0.4100 -1.0478 -2.3824  -0.464
N 0.3644 -0.3236 -1.2576  0.334
H 3.6391 -0.1888 -0.5675  0.501
H 3.6965 -1.7766 -2.5041  0.415
H 1.5630 -2.2591 -3.7102  0.458
H -0.5437 -1.2282 -2.8517  0.428

## Properties
Net charge = -1
HOMO = -0.104 Eh
LUMO = 0.0863 Ha
Energy above the lowest of the compared OMol25 structures with the same formula, charge and spin = 50.3 kJ/mol

> The highest energy above the lowest of the compared OMol25 structures with the same formula, charge and spin belongs to which entry?

CH4N2O2PS2

> Among the records above, which one has the lowest energy above the lowest of the compared OMol25 structures with the same formula, charge and spin?

C8H16O4Pd

> The highest energy above the lowest of the compared OMol25 structures with the same formula, charge and spin belongs to which entry?

CH4N2O2PS2